[1]
Density functional theory data (ωB97M-V/def2-TZVPD) for a molecular structure, C41H62N4O2SeSr.

Calculated values
highest occupied orbital energy = -6.18 eV
gap between HOMO and LUMO = 5.94 eV
lowest unoccupied orbital energy = -0.2 eV

The geometry in XYZ format:
```
111
Properties=species:S:1:pos:R:3:mulliken_charge:R:1
Sr -0.5634 -0.4234 0.1515 5.476
Se -1.1294 2.2170 2.3743 -0.001
O 0.7615 1.1986 0.3865 -1.528
O -1.8225 1.2125 -0.2707 -0.834
N -0.7518 -1.9336 1.7029 -0.234
N 2.6698 -2.6672 -0.4361 0.039
N 4.2405 -4.0233 -1.2367 -0.042
N -0.8858 -1.7220 -1.7372 0.644
C -3.9841 6.4365 0.4055 2.066
C -5.5151 6.3536 0.3151 -1.678
C 1.2044 2.3828 0.7457 0.084
C -2.1670 -2.3309 -2.0797 -1.464
C -3.0451 2.4889 -2.6398 2.489
C -2.3196 2.4270 -0.1846 -0.066
C -2.9842 3.1133 -1.2398 -0.773
C 2.7194 4.2659 0.8012 -0.534
C 5.5344 -1.0559 1.2661 -0.594
C 3.2006 2.5729 -0.9663 2.935
C 6.5351 -1.8843 0.7427 -0.569
C -3.6134 7.0599 1.7536 -2.056
C 0.0722 -1.8657 -2.8244 -1.163
C 2.6603 7.2351 1.1585 -1.649
C -2.2068 3.1170 1.0343 -0.023
C -1.2654 -2.5760 0.5249 -1.198
C 2.5086 6.2645 2.3404 1.989
C -3.7870 3.3610 -3.6545 -2.511
C 2.6027 1.3679 -1.7110 -2.076
C 2.9179 -3.6983 -1.1883 -0.676
C -0.3203 -2.4388 -0.6229 -3.288
C 0.5074 -2.5799 2.0291 -1.189
C 3.8998 -2.2691 0.0647 0.175
C 0.5173 3.0581 1.7804 -0.185
C 4.2053 -1.2259 0.9332 -0.331
C 4.9052 -3.1125 -0.4395 0.507
C 2.3422 3.0570 0.2211 -0.828
C -1.5941 2.2990 -3.1210 -1.288
C -3.7679 1.1342 -2.5635 -1.524
C 3.3128 3.7039 -2.0027 -1.944
C 1.5192 6.8814 3.3321 -1.989
C -2.7250 4.3796 1.2594 -0.207
C 2.0334 4.9067 1.8275 -0.238
C 0.8965 4.2735 2.3115 -0.059
C -3.4552 7.3619 -0.7016 -1.614
C 3.8594 6.0983 3.0506 -1.681
C 6.2434 -2.9267 -0.1162 -1.072
C -3.3930 5.0377 0.2370 -0.379
C -3.4968 4.3772 -0.9892 -0.250
C 4.5941 2.1847 -0.4550 -1.928
C -1.7234 -2.1099 2.7673 -1.244
H -4.0254 8.0688 1.8111 0.461
H -1.4257 -3.6517 0.7058 0.322
H 2.6954 0.4670 -1.1057 0.318
H 1.5443 1.5353 -1.9041 0.000
H -2.4849 -2.0506 -3.0814 0.346
H 2.1685 -4.2567 -1.7286 0.420
H -4.0209 6.4793 2.5820 0.380
H 7.5662 -1.7044 1.0160 0.392
H -3.8235 8.3794 -0.5511 0.478
H 0.2914 4.6923 3.1028 0.361
H 1.0626 -1.5776 -2.4678 0.281
H -2.5878 4.8214 2.2360 0.384
H -3.2856 4.3199 -3.7965 0.412
H -4.8183 3.5396 -3.3444 0.452
H 5.8136 -0.2541 1.9367 0.444
H 3.7540 5.4315 3.9079 0.348
H 0.5523 -1.9055 -0.3019 2.215
H 4.2225 7.0657 3.4065 0.472
H -2.2686 -2.2098 0.3092 0.672
H -1.0443 1.6972 -2.3980 -0.180
H 3.4473 6.9123 0.4773 0.351
H -5.9535 7.3502 0.4108 0.455
H -4.0069 4.8924 -1.7927 0.385
H 3.8031 4.5896 -1.6006 0.321
H -1.1113 3.2749 -3.1996 0.332
H 4.5019 1.4115 0.3058 0.264
H 0.3572 -3.6418 2.2922 0.363
H -0.1983 -1.2330 -3.6683 0.292
H 5.1079 3.0379 -0.0092 0.306
H -3.8120 0.6675 -3.5525 0.500
H 1.2050 -2.6010 1.2004 0.332
H 3.8936 3.3641 -2.8634 0.520
H 4.6527 -4.7690 -1.7672 0.213
H -2.1216 -3.4297 -2.0190 0.334
H 0.9926 -2.0813 2.8680 0.371
H 1.9010 7.8452 3.6733 0.463
H -1.8633 -3.1733 3.0113 0.354
H -2.6881 -1.7172 2.4416 0.390
H 1.3832 6.2439 4.2064 0.378
H -1.5785 1.8256 -4.1073 0.512
H 1.7250 7.2864 0.5995 0.324
H 3.6175 4.7438 0.4283 0.287
H 5.2067 1.7940 -1.2725 0.501
H -3.2318 0.4902 -1.8710 -0.044
H -2.9534 -2.0035 -1.4039 0.420
H 3.1438 1.2268 -2.6506 0.670
H 0.5479 7.0419 2.8615 0.236
H -2.5300 7.1244 1.8652 0.287
H -4.7886 1.2739 -2.2014 0.363
H -5.8289 5.9268 -0.6382 0.309
H 2.9114 8.2345 1.5212 0.472
H -2.3645 7.3785 -0.6833 0.326
H 0.0340 -3.4387 -0.9099 0.504
H -1.4185 -1.5719 3.6627 0.315
H -5.9061 5.7229 1.1150 0.355
H -3.8106 2.8492 -4.6189 0.458
H 0.1347 -2.9115 -3.1645 0.363
H 2.3136 3.9846 -2.3389 0.365
H 4.6082 5.6741 2.3805 0.298
H -3.7770 7.0276 -1.6875 0.332
H 3.4261 -0.5761 1.3135 0.539
H 7.0223 -3.5603 -0.5201 0.410
```

[2]
Density functional theory data (ωB97M-V/def2-TZVPD) for a molecular structure, C41H64N8O2SSiW.

Calculated values
highest occupied orbital energy (spin up / spin down) = -13.30 / -13.37 eV
net charge = +2
2S+1 = 3
gap between HOMO and LUMO (spin up / spin down) = 7.58 / 7.14 eV
⟨S²⟩ = 2.0129
lowest unoccupied orbital energy (spin up / spin down) = -5.7 / -6.2 eV

The geometry in XYZ format:
```
118
Properties=species:S:1:pos:R:3:mulliken_spin:R:1
W -0.1443 0.4560 -0.1740 1.572
S -0.8310 -1.2698 -1.9938 -0.025
Si 1.8586 2.2687 2.0133 -0.044
O -1.8913 0.7466 0.1988 0.001
O 0.6739 1.7594 0.9251 0.045
N -2.2382 -3.2905 -0.9789 -0.006
N 0.7507 1.2796 -1.8081 -0.096
N 1.4856 -0.8964 0.1278 0.121
N 4.8692 -0.8134 0.1895 0.008
N 3.5462 -1.1052 0.2482 0.011
N -0.0469 -3.7720 -1.3993 -0.003
N 3.1036 -2.1563 0.9101 -0.007
N 2.6396 -0.3346 -0.2439 0.011
C -3.2379 1.0036 0.4093 0.004
C -5.2291 0.5476 1.6222 0.002
C 4.3078 3.4866 -1.0897 0.002
C -1.0434 -2.8868 -1.3876 0.015
C -3.1106 -0.3292 2.6209 -0.009
C -3.8546 0.3755 1.4962 0.003
C 1.5422 2.8382 -3.7338 -0.005
C 2.3433 4.3572 3.7888 0.001
C 3.3107 -0.0757 5.1376 0.000
C -2.2632 0.6907 3.3851 -0.005
C 3.2213 3.1833 -0.2855 0.005
C -3.9045 1.8586 -0.4674 -0.004
C -3.2391 2.6844 -1.5548 -0.007
C 0.9131 -5.7148 -3.4578 0.000
C 2.4204 -1.1389 5.1902 0.000
C 1.0964 1.9840 -2.6474 0.203
C 1.3082 -4.2380 -3.4202 0.000
C 1.2081 -0.1837 3.3514 -0.022
C -2.1604 3.6252 -1.0092 0.020
C 4.6793 2.2255 1.3499 0.001
C 1.7967 -1.9918 0.8312 0.016
C 1.3598 -1.1866 4.2985 0.013
C -3.4959 -2.5449 -1.1573 0.005
C -2.7457 1.8422 -2.7308 0.018
C 1.2776 3.8673 2.7993 0.001
C -5.2780 1.9946 -0.2820 0.003
C 5.7760 2.5278 0.5489 0.000
C 1.0681 4.9332 1.7140 0.002
C 5.5932 3.1562 -0.6725 0.000
C -5.9453 1.3289 0.7308 -0.004
C -2.3108 -1.5749 2.2370 0.018
C -4.8450 -3.9875 -2.8134 0.000
C 1.7585 -6.6048 -2.5524 0.000
C 3.3806 2.5438 0.9518 0.006
C 2.8425 2.3206 -4.3657 0.013
C -4.0801 -2.6893 -2.5613 -0.002
C -0.0455 3.6370 3.5384 0.001
C -4.0162 -5.2634 -2.6845 0.000
C 2.0978 0.8879 3.2603 0.002
C 1.2660 -3.6077 -2.0321 0.006
C 3.1455 0.9239 4.1906 0.003
H 2.0025 5.1939 1.2144 0.000
H 4.8523 1.7204 2.2910 0.000
H -1.2957 3.0976 -0.5995 0.015
H -1.7824 -1.9546 3.1142 0.004
H 2.3286 -4.1259 -3.7963 0.000
H 3.8408 1.7544 4.1945 0.000
H 0.6726 5.8457 2.1678 0.000
H -1.8062 4.2843 -1.8044 0.002
H -0.3346 4.5486 4.0681 0.000
H -0.1485 -5.8260 -3.2107 0.000
H 5.4262 -1.6568 0.1969 0.000
H -0.8516 3.3908 2.8435 -0.002
H 3.1630 3.0242 -5.1303 0.000
H 4.1284 -0.0186 5.8435 0.000
H 0.6569 -3.6638 -4.0845 0.000
H 2.2255 3.4704 -0.6080 -0.005
H 3.3127 4.5073 3.3066 0.000
H 2.0022 -4.0666 -1.3708 0.001
H -4.0298 3.3295 -1.9431 0.000
H -1.7509 0.2209 4.2261 -0.002
H -1.9965 1.1118 -2.4228 -0.007
H 1.0796 -2.6595 1.2754 -0.010
H 0.3452 -0.2251 2.6934 0.056
H 0.6427 -1.9973 4.3574 0.000
H 3.6293 2.2342 -3.6187 -0.001
H -2.5612 4.2533 -0.2132 0.000
H -2.8931 1.4898 3.7768 0.000
H -3.7718 -5.4949 -1.6431 0.000
H 1.0053 -6.0593 -4.4884 0.000
H -3.2965 -1.5010 -0.9260 0.000
H -2.3495 -4.2819 -0.8133 0.001
H -3.0887 -5.1970 -3.2600 0.000
H -3.8865 -0.6730 3.3085 0.001
H 2.6870 1.3499 -4.8322 0.000
H 0.0298 2.8346 4.2769 0.000
H 1.6643 3.8452 -3.3278 0.005
H 2.8182 -6.5165 -2.7976 0.000
H -0.2917 -4.7317 -1.1898 0.000
H -3.2697 -2.5812 -3.2889 0.001
H 2.0348 5.3167 4.2113 0.000
H 2.4735 3.6637 4.6215 0.000
H -2.9678 -2.3649 1.8782 0.001
H 4.1670 4.0129 -2.0262 0.000
H 1.4701 -2.5418 -2.0958 -0.002
H 6.4464 3.4086 -1.2886 0.000
H 2.5426 -1.9149 5.9339 0.000
H -3.5672 1.2904 -3.1885 -0.001
H 1.6442 -6.3590 -1.4928 0.000
H -4.7549 -1.8454 -2.7199 0.000
H 1.4795 -7.6509 -2.6679 0.000
H 0.3493 4.6049 0.9572 0.000
H 5.0718 -0.1281 -0.5261 0.000
H 6.7742 2.2803 0.8865 0.000
H -5.7367 0.0764 2.4546 0.000
H -1.5109 1.1535 2.7442 0.007
H -5.2622 -3.9389 -3.8203 0.000
H 0.7322 2.8763 -4.4661 0.005
H -5.6984 -4.0396 -2.1321 0.000
H -4.1913 -2.9271 -0.4090 0.000
H -4.5709 -6.1230 -3.0574 0.000
H -5.8273 2.6494 -0.9467 0.000
H -2.3071 2.4839 -3.4980 0.002
H -7.0137 1.4467 0.8473 0.000
H -1.5694 -1.3844 1.4535 0.045
```